Entry 1:
The following is a DFT calculation (the ωB97M-V functional and the def2-TZVPD basis) of one molecule with the formula C4H6N2 in a non-equilibrium geometry.

Last column: Mulliken charge in e.
Geometry (Å):
C -1.402 0.426 1.454  -0.44
C -0.784 -0.296 0.213  -0.03
C -1.934 0.655 0.131  -0.28
H -1.866 -0.299 2.110  0.21
H -1.825 1.630 -0.322  0.21
H -0.971 -1.367 0.163  0.38
H 3.115 -0.622 -0.634  0.28
H 2.598 -0.667 -2.421  0.25
N 0.454 0.138 -0.164  -0.25
N 1.128 -0.279 -1.127  -0.24
H -0.851 1.200 1.982  0.26
C 2.337 -0.520 -1.385  -0.34

Output
- total charge = 0
- energy relative to the best compared isomer or geometry (same formula, charge and spin) (kcal per mole) = 138.7
- strongest force on any atom (Eh/bohr) = 0.045

Entry 2:
The following is a DFT calculation (the ωB97M-V functional and the def2-TZVPD basis) of one molecule with the formula N2 in a non-equilibrium geometry.

Last column: Mulliken charge in e.
Geometry (Å):
N -0.465 0.389 0.491  0.00
N 0.465 -0.389 -0.491  0.00

Output
- total charge = 0
- energy relative to the best compared isomer or geometry (same formula, charge and spin) (kcal per mole) = 158.1
- SMILES string = N#N
- strongest force on any atom (Eh/bohr) = 0.337

Entry 3:
The following is a DFT calculation (the ωB97M-V functional and the def2-TZVPD basis) of a 2-piece molecular cluster, ClH3N2S overall in a non-equilibrium geometry.

Last column: Mulliken charge in e.
Geometry (Å):
Cl 1.626 -1.020 -0.787  -0.19
S 0.697 0.800 -0.499  0.34
N -1.617 -0.450 -0.701  -0.55
N 0.786 1.346 0.933  -0.39
H -1.855 -0.349 0.236  0.25
H 1.300 0.932 1.606  0.27
H -0.938 -1.259 -0.787  0.27

Output
- total charge = 0
- energy relative to the best compared isomer or geometry (same formula, charge and spin) (kcal per mole) = 49.5
- strongest force on any atom (Eh/bohr) = 0.077

Entry 4:
The following is a DFT calculation (the ωB97M-V functional and the def2-TZVPD basis) of one molecule with the formula C3H6O2S in a non-equilibrium geometry.

Last column: Mulliken charge in e.
Geometry (Å):
H -0.570 0.987 0.867  0.36
S -1.186 -1.925 0.677  -0.30
C -0.405 -1.384 -0.636  -0.01
O 0.289 -0.242 -0.661  -0.24
O 0.543 2.616 -0.781  -0.50
H -0.335 -1.958 -1.570  0.32
H 1.138 3.348 -0.957  0.30
H 0.863 -0.032 1.301  0.45
H 1.466 2.324 1.111  0.33
H 2.208 1.368 -0.278  0.28
C 0.409 0.580 0.520  -0.56
C 1.255 1.766 0.155  -0.43

Output
- total charge = 0
- energy relative to the best compared isomer or geometry (same formula, charge and spin) (kcal per mole) = 35.6
- SMILES string = OCCOC=S
- strongest force on any atom (Eh/bohr) = 0.027

Entry 5:
The following is a DFT calculation (the ωB97M-V functional and the def2-TZVPD basis) of a 2-piece molecular cluster, C4H14NSi overall in a non-equilibrium geometry.

Last column: Mulliken charge in e.
Geometry (Å):
H 0.582 -2.303 0.652  0.39
H -0.332 -1.295 -1.556  0.29
C 2.634 0.942 0.041  -0.83
H -0.937 -0.563 2.047  0.39
H 0.083 1.742 -1.550  -0.04
H -0.293 1.129 1.655  0.33
H -2.035 0.718 1.240  0.45
H -0.548 -3.344 -0.299  0.32
C -0.379 -2.405 0.227  -0.87
H 3.188 1.215 0.865  0.35
H 3.253 0.297 -0.599  0.29
H 1.715 0.506 0.493  -0.02
H -2.489 2.253 -0.700  -0.01
H 2.440 1.828 -0.617  0.22
N -0.597 -1.164 -0.581  -0.11
Si -1.330 1.546 -1.229  0.36
C -1.018 0.338 1.283  -1.20
C -0.821 0.019 -0.139  0.44
H -2.056 0.813 -2.311  -0.06
H -1.060 -2.273 1.078  0.32

Output
- total charge = +1
- energy relative to the best compared isomer or geometry (same formula, charge and spin) (kcal per mole) = 59.3
- strongest force on any atom (Eh/bohr) = 0.059

Entry 6:
The following is a DFT calculation (the ωB97M-V functional and the def2-TZVPD basis) of a 2-piece molecular cluster, C5H6ClF overall in a non-equilibrium geometry.

Last column: Mulliken charge in e.
Geometry (Å):
C -1.125 1.592 1.123  -0.62
C -0.566 -1.578 -1.061  -0.21
H -1.700 0.735 1.200  0.30
C 0.958 0.149 0.258  -0.49
Cl 2.463 -1.657 -0.792  -0.22
H -0.567 -1.779 -2.228  0.23
C 0.834 -0.950 -0.563  0.43
F -1.605 -0.637 -0.912  -0.26
H 1.331 2.339 0.902  0.14
C 0.226 1.388 0.751  -0.02
H -0.821 -2.453 -0.496  0.26
H -1.510 2.593 1.601  0.22
H 2.083 0.259 0.218  0.26

Output
- total charge = 0
- energy relative to the best compared isomer or geometry (same formula, charge and spin) (kcal per mole) = 84.3
- strongest force on any atom (Eh/bohr) = 0.108